[1]
ORCA calculation (ωB97M-V with the def2-TZVPD basis set) on a cluster of 14 separate species, C54H105F4N11O20S4 in total.

As for the total charge: -2.

Each line ends with the Mulliken charge.
Atoms and positions in Å:
S -16.5985 -13.5354 6.6061  0.667
S -11.3405 -8.6549 2.4684  0.802
S -16.5265 -12.9954 4.4299  0.875
S -13.2607 -9.4659 3.5457  0.758
F -17.6514 -13.4711 7.8609  -0.268
F -10.3454 -7.4253 2.4000  -0.327
F -16.8880 -11.5346 3.7138  -0.288
F -13.6538 -9.2939 5.0786  -0.188
O -14.5208 -9.1855 2.8953  -0.474
O -17.8317 -2.4346 8.4958  -0.827
O -16.3815 -13.4977 10.7567  -0.605
O -15.0770 -12.9392 4.4656  -0.563
O -16.2836 -8.3583 11.8922  -0.620
O -15.8568 -6.2570 -1.5097  -0.768
O -16.7252 -14.9413 6.3155  -0.662
O -18.2842 -7.8674 12.4723  -0.664
O -10.5158 -8.5520 10.0108  -0.684
O -20.0263 -6.4462 5.4030  -0.284
O -15.3836 -13.0361 7.3301  -0.585
O -10.3625 -9.7133 2.6250  -0.686
O -16.2649 -3.8597 7.7234  -0.577
O -21.5228 -7.0985 3.9430  -0.791
O -17.1589 -14.0205 3.5991  -0.624
O -15.4416 -4.3435 -0.6645  -0.817
O -12.7972 -10.8648 3.5795  -0.558
O -15.3447 -15.3984 10.7218  -0.786
O -11.9336 -8.5600 1.1328  -0.616
O -10.7900 -10.0608 11.5562  -0.811
N -12.5488 -4.7538 5.7785  0.744
N -16.6932 -9.4964 8.2800  1.320
N -20.5271 -11.9018 3.3583  0.505
N -17.2660 -12.5489 5.8362  0.423
N -20.3877 -11.1899 10.9659  0.674
N -19.4923 -5.5368 1.0868  0.340
N -20.7215 -13.8438 4.3918  0.414
N -19.3105 -4.1856 11.6233  0.593
N -17.0674 -8.5582 6.3293  1.491
N -12.1079 -8.2653 3.5940  0.207
N -18.5586 -3.5686 0.8343  0.372
C -19.0281 -4.6546 0.1530  -0.223
C -17.5262 -7.6911 7.3433  -1.657
C -19.7222 -16.0651 4.9072  -1.159
C -12.3526 -9.9029 9.7449  0.419
C -15.6293 -5.5991 -0.5157  0.210
C -21.8273 -11.6691 11.3098  -1.088
C -20.3036 -10.7680 13.6187  -0.253
C -18.8633 -7.8708 0.7969  -0.351
C -21.0496 -3.7391 10.0289  -1.124
C -12.8031 -6.2292 7.7105  0.084
C -20.0029 -4.8433 12.8060  -0.724
C -21.5290 -8.2948 6.0622  -0.507
C -20.1961 -10.5450 3.0913  -0.692
C -20.0351 -6.8651 0.7614  -0.730
C -19.1907 -5.1832 10.3833  0.230
C -17.3057 -8.4038 4.8703  0.332
C -14.2552 -4.0330 3.9832  0.850
C -18.1574 -2.3007 0.2056  -0.866
C -17.8398 -3.8638 11.9725  -0.882
C -20.4853 -5.0510 9.5932  0.488
C -19.5786 -11.2385 12.2977  -0.391
C -20.5161 -10.0660 8.8212  0.557
C -20.1444 -12.6390 4.4560  -0.405
C -15.3255 -14.1782 10.7522  0.508
C -21.3868 -12.7108 2.5856  -0.431
C -13.2455 -6.0513 6.3160  0.781
C -18.3030 -3.5937 6.4967  0.611
C -20.9618 -7.2211 5.0507  0.288
C -17.5671 -2.7169 13.0156  -0.497
C -11.5363 -4.9942 4.6956  -1.077
C -19.7366 -12.0917 9.8816  -1.199
C -11.1221 -9.4974 10.4838  0.230
C -15.5048 -6.2485 0.8028  0.281
C -20.0726 -3.0500 11.0475  -0.750
C -17.1087 -8.0102 12.7325  0.719
C -17.3666 -3.2440 7.6174  0.327
C -11.7422 -4.2564 7.0211  -0.742
C -19.3759 -10.8838 14.7557  -1.321
C -20.0757 -11.4710 8.5790  1.498
C -16.6929 -7.6340 14.1807  -1.119
C -19.2247 -5.0938 2.3339  -0.195
C -16.1036 -10.3619 9.3677  0.173
C -11.5196 -5.5055 7.8808  -0.765
C -13.5703 -3.7126 5.2671  -1.009
C -16.1365 -2.1008 12.7453  -1.359
C -16.6632 -7.1523 4.3356  1.950
C -15.4045 -3.0005 3.5987  -1.101
C -21.3925 -13.9084 3.2056  -0.565
C -14.0362 -13.4384 10.8471  -0.680
C -20.4109 -9.8694 10.2838  -0.632
C -20.5944 -14.8977 5.3968  -0.125
C -16.4687 -9.5896 6.9532  -1.113
C -18.7143 -3.8095 2.2016  -1.291
C -17.1935 -8.2180 8.5531  -1.673
H -17.3626 -4.8205 12.1851  0.679
H -10.6763 -6.1261 7.5778  0.367
H -19.5684 -16.6451 5.8172  0.371
H -21.1542 -3.1274 9.1328  0.419
H -21.6140 -15.1334 5.7014  0.450
H -21.1916 -5.8325 9.8736  0.243
H -20.5330 -6.9568 -0.2039  0.353
H -19.0600 -1.6930 0.1411  0.412
H -20.7807 -7.0475 1.5352  0.336
H -14.3251 -6.0649 6.1662  -0.396
H -19.7416 -10.4576 15.6899  0.393
H -20.3890 -9.8834 3.9358  0.214
H -18.4535 -8.0744 1.7862  -0.172
H -16.1190 -1.4365 11.8813  0.335
H -19.3258 -12.2983 12.3302  0.666
H -19.7980 -4.1777 13.6446  0.324
H -20.2988 -16.7128 4.2467  0.446
H -10.8427 -3.7661 6.6489  0.348
H -19.1537 -4.1732 6.8553  -0.133
H -13.2489 -14.1278 11.1522  0.394
H -22.3819 -11.7640 10.3763  0.347
H -15.8845 -10.3614 6.4741  1.060
H -21.0622 -9.2344 10.8844  0.801
H -15.6192 -7.8022 14.2646  0.313
H -19.9538 -9.3255 8.2524  -0.734
H -21.9806 -14.8023 3.0587  0.449
H -11.2862 -4.0510 4.2099  0.316
H -15.1436 -9.9211 9.6364  0.054
H -18.3223 -1.9310 13.0262  0.318
H -16.0750 -5.7377 1.5787  -0.388
H -10.6631 -5.5166 5.0865  0.436
H -17.1168 -6.2345 4.7098  -0.469
H -17.3613 -7.8974 9.5707  0.810
H -19.3934 -9.5128 10.4439  -0.279
H -16.0686 -2.8951 4.4566  0.201
H -18.4612 -10.3428 14.5129  0.148
H -16.7467 -7.1466 3.2488  -0.231
H -19.5460 -5.8229 12.9460  0.061
H -20.5624 -9.7234 13.4463  0.250
H -20.7268 -10.1543 2.2230  0.092
H -15.8361 -1.5563 13.6405  0.427
H -19.6122 -5.6937 3.1440  0.683
H -18.3940 -8.4015 4.8088  -0.986
H -22.4717 -8.6514 5.6471  0.386
H -13.1241 -2.7184 5.2415  0.398
H -21.0711 -4.8308 12.5896  0.390
H -18.0001 -7.4870 0.2531  0.185
H -17.8161 -4.2675 5.7917  -0.852
H -20.1830 -5.1249 8.5486  -0.270
H -19.1337 -8.7538 0.2178  0.479
H -12.1266 -10.9318 9.4647  0.188
H -13.3113 -9.9060 10.2636  0.053
H -14.0511 -12.7822 11.7173  0.292
H -15.0730 -2.0240 3.2456  0.502
H -17.4497 -1.6890 0.7651  0.282
H -15.9457 -3.3955 2.7390  0.063
H -17.9552 -6.7394 7.0665  1.068
H -12.4513 -3.5434 7.4417  0.392
H -18.6686 -11.9694 10.0618  0.134
H -20.9110 -12.0334 8.1618  0.344
H -15.9773 -11.4101 9.0967  0.074
H -18.6160 -3.0951 3.0055  0.692
H -21.2676 -11.2463 13.7915  0.394
H -12.0345 -5.6828 4.0131  0.292
H -16.7203 -10.2777 10.2626  -0.515
H -17.1102 -9.3791 4.4245  0.056
H -16.9827 -6.6163 14.4423  0.223
H -14.4461 -6.3425 1.0445  0.455
H -19.0233 -6.2035 10.7282  -0.336
H -18.6356 -10.7204 12.1230  -0.194
H -11.5282 -5.2557 8.9418  0.441
H -17.3308 -3.5094 11.0761  0.300
H -15.8406 -7.2760 0.6629  0.103
H -19.1502 -10.5068 2.7868  0.319
H -12.5481 -9.2022 8.9332  -0.376
H -18.9954 -4.7442 -0.9228  0.318
H -19.4487 -2.2700 10.6110  0.390
H -12.6018 -7.2816 7.9109  -0.271
H -20.4512 -2.4646 11.8854  0.582
H -17.5774 -3.1427 14.0189  0.392
H -15.5818 -7.1692 4.4710  -1.096
H -18.3406 -4.8475 9.7893  0.034
H -19.3497 -11.5360 7.7686  -0.981
H -15.4342 -2.9220 12.6025  0.356
H -13.6712 -5.9517 8.3085  0.602
H -17.3021 -8.2464 14.8455  0.217
H -14.7288 -5.0088 4.0916  -0.582
H -18.7871 -15.8729 4.3811  0.253
H -19.0353 -11.9014 14.9469  0.410
H -17.7515 -2.4986 -0.7865  0.316
H -22.0496 -3.8272 10.4536  0.363
H -21.8696 -12.3050 1.7089  0.458
H -21.7681 -12.5947 11.8824  0.249
H -21.5834 -9.9679 8.6230  0.267
H -22.1609 -10.7841 11.8518  0.473
H -20.0184 -14.4955 6.2302  -0.119
H -20.7032 -8.9515 6.3359  -0.261
H -21.7155 -7.8162 7.0236  0.412
H -13.8329 -12.8224 9.9712  -0.059
H -14.2337 -3.6773 6.1312  0.228
H -13.5884 -4.2165 3.1407  0.498
H -12.9332 -6.8687 5.6660  -0.455
H -18.7462 -2.7381 5.9873  0.574
H -20.0324 -13.1366 9.9751  0.419
H -19.5722 -12.1866 5.2525  0.373



[2]
ORCA calculation (ωB97M-V with the def2-TZVPD basis set) on a cluster of 7 separate species, C54H112F2N7O8S2 in total.

As for the total charge: +5.

Each line ends with the Mulliken charge.
Atoms and positions in Å:
S 20.0390 14.8115 14.4312  1.011
S 21.0005 16.8188 14.7684  -1.149
F 21.1629 18.0212 15.8247  -0.439
F 18.7604 13.9553 14.9851  -0.181
O 20.7886 11.5204 12.5434  -0.056
O 19.6865 15.1317 13.0279  -0.639
O 19.7681 20.5934 13.8120  -0.206
O 19.1043 13.9472 18.1631  -0.350
O 21.1451 13.8825 14.5999  -0.379
O 22.3909 16.4391 14.6991  0.290
O 21.3765 13.6871 10.5599  0.017
O 20.3801 17.5516 13.6489  0.354
N 20.0450 16.0574 15.5671  0.561
N 19.8168 15.0962 18.4964  1.045
N 22.1542 14.4950 9.7113  0.321
N 25.4453 19.7289 14.4708  0.146
N 21.1138 10.6108 13.5145  1.137
N 13.1935 14.2176 14.4836  0.224
N 18.5068 20.2102 13.8188  0.882
C 19.3529 9.1031 12.7677  -1.483
C 11.8797 13.6550 15.0964  -0.743
C 21.3299 15.6423 8.9616  1.416
C 25.2716 17.3013 15.3826  -0.048
C 24.8338 16.6075 16.7353  -1.452
C 16.3947 19.3826 14.7931  -0.437
C 14.4034 13.3537 14.9968  -1.403
C 22.3040 16.2543 7.8826  -0.956
C 23.3785 21.2651 14.1107  -0.062
C 16.4676 20.5860 12.5140  -1.462
C 21.8200 8.0663 14.7992  -0.629
C 17.3030 21.5364 15.6312  -1.601
C 20.1473 15.1581 8.1957  -1.708
C 17.8409 18.4125 11.9654  -0.152
C 23.6602 16.5966 8.4928  0.065
C 21.1815 17.2243 19.9405  -1.424
C 24.2555 13.1437 10.1653  -1.526
C 23.3187 20.9010 12.6282  -0.609
C 24.8991 21.1473 14.6532  -0.701
C 18.4266 15.6172 20.6076  -1.603
C 13.3330 15.7062 15.0106  -1.373
C 15.9096 15.2954 15.3269  1.561
C 19.7853 17.5128 19.3795  -0.462
C 14.8017 16.1988 14.7834  0.196
C 21.3585 14.9523 18.8136  1.591
C 22.1919 14.3250 17.6783  -1.657
C 15.7526 13.8711 14.7679  -0.356
C 23.7729 15.3100 11.4999  -1.231
C 11.2862 12.3582 14.4744  -0.207
C 10.0473 11.8054 15.2021  -1.463
C 22.8108 9.2405 14.7309  -1.200
C 23.4526 11.5086 13.6762  -1.668
C 21.9540 16.3702 18.9635  -0.374
C 20.8984 16.6854 10.0595  -1.609
C 25.3812 19.3476 13.0011  -1.456
C 26.9637 19.7798 14.7924  -1.003
C 18.9290 16.1877 19.2403  1.098
C 24.3852 15.3219 9.0288  -1.342
C 18.7258 20.8155 11.4044  -1.605
C 23.6201 14.5972 10.1280  1.626
C 22.9282 9.6162 12.1601  -1.662
C 21.3923 14.0332 20.1198  -1.429
C 18.3856 19.2760 16.1794  -1.870
C 24.0353 19.5664 12.2916  0.712
C 22.5532 10.2158 13.4956  1.184
C 18.8577 10.7815 14.7099  -2.025
C 24.7269 18.7123 15.3626  -0.323
C 17.6330 16.5362 18.3312  -1.226
C 17.7059 20.1207 15.1091  1.382
C 13.0923 14.2376 12.9374  -0.947
C 15.5813 19.9014 13.5643  -0.953
C 17.9215 19.9916 12.3710  1.366
C 20.4822 8.7711 15.0900  -1.238
C 19.9193 9.8321 14.0780  1.243
H 10.1531 11.4538 16.2283  0.373
H 21.9347 7.4354 15.6807  0.441
H 12.9960 15.6578 16.0460  0.453
H 17.7448 16.3641 21.0141  0.459
H 15.9833 20.5872 11.5375  0.596
H 20.5806 9.2866 16.0453  0.437
H 12.1052 13.5385 16.1564  0.404
H 12.1255 14.5701 12.5593  0.366
H 23.5452 17.3006 9.3170  -0.286
H 23.1091 22.3051 14.2951  0.600
H 15.7164 19.3306 15.6448  1.022
H 19.6847 20.3296 11.2239  0.217
H 23.0134 16.2217 19.1726  0.678
H 22.8065 10.2923 11.3138  0.293
H 23.7789 16.6864 16.9980  -0.099
H 18.8053 21.8539 11.7260  0.480
H 20.0421 8.6557 12.0516  0.341
H 18.8276 18.0070 11.7413  -0.645
H 27.4854 18.9320 14.3483  0.445
H 16.8779 15.5745 14.9115  -0.704
H 10.9854 12.5678 13.4480  0.321
H 19.4764 14.5566 8.8091  0.329
H 13.2391 13.2234 12.5660  0.370
H 23.6009 16.3863 11.4877  -0.086
H 23.1312 12.4244 13.1801  0.040
H 12.0301 11.5632 14.4211  0.314
H 20.5775 14.4634 7.4742  0.525
H 22.2673 20.7856 12.3648  -0.098
H 9.7859 10.8820 14.6853  0.393
H 19.2630 18.2295 20.0133  0.648
H 11.0476 14.3578 15.0545  0.453
H 21.8428 16.9519 18.0484  -0.504
H 25.8275 18.3601 12.8831  0.583
H 24.8368 15.2516 11.7299  0.665
H 25.3693 15.6386 9.3744  0.524
H 23.2407 14.2890 17.9732  0.487
H 18.6795 18.2934 15.8104  -0.290
H 17.9448 16.7462 17.3081  -0.225
H 15.0145 16.3512 13.7253  0.216
H 23.3919 11.8030 14.7239  0.448
H 20.8028 13.1206 20.0310  0.358
H 16.9580 15.6804 18.3393  0.619
H 16.6817 18.3485 14.6024  -0.731
H 24.7839 19.1642 16.3529  0.670
H 22.5015 8.6153 12.0940  0.433
H 20.1343 17.4230 9.8138  0.744
H 26.2035 19.9133 12.5631  0.572
H 23.7048 18.5564 15.0174  -0.376
H 14.1410 12.3796 14.5838  0.560
H 27.0658 19.8411 15.8758  0.358
H 15.9275 15.3203 16.4164  -0.319
H 16.6308 21.6496 12.6874  0.419
H 14.8641 20.6803 13.8235  0.551
H 16.5295 13.2101 15.1520  0.122
H 19.6459 8.0927 15.2588  0.536
H 18.3007 11.3881 13.9958  0.498
H 23.9627 9.3154 12.3259  0.521
H 19.8547 17.9568 18.3864  -0.252
H 19.7298 16.0323 7.6962  0.413
H 21.8005 18.1210 19.9700  0.493
H 22.0035 17.2100 7.4532  0.447
H 25.2970 16.9501 17.6606  0.582
H 9.1618 12.4410 15.2072  0.383
H 17.6597 19.1320 16.9797  0.603
H 23.4489 18.6938 12.5793  -0.514
H 22.3027 15.4486 7.1485  0.332
H 15.0648 19.1334 12.9886  0.305
H 22.6842 20.6780 14.7118  -0.277
H 17.4353 17.7353 12.7170  -0.214
H 14.2575 13.3244 16.0766  0.364
H 25.0885 15.5503 16.6605  0.487
H 19.2810 11.3975 15.5032  0.320
H 21.0051 14.5500 20.9980  0.288
H 27.4165 20.6659 14.3476  0.447
H 24.5055 11.2894 13.4990  0.575
H 21.8316 7.4350 13.9107  0.326
H 21.1343 16.7982 20.9427  0.496
H 22.4213 13.7132 20.2834  0.451
H 24.9885 16.8691 14.4228  -0.110
H 16.0632 13.9157 13.7240  0.436
H 23.7445 12.4979 10.8794  0.022
H 17.8272 14.7124 20.5061  0.393
H 17.1689 17.4266 18.7553  0.530
H 24.9406 21.4195 15.7078  0.474
H 21.6602 17.2910 10.5503  0.132
H 16.4666 21.9803 15.0914  0.395
H 25.4996 21.7877 14.0071  0.402
H 19.3787 19.6589 16.4145  0.768
H 24.1439 12.5394 9.2650  0.529
H 18.2780 20.8519 10.4113  0.417
H 13.9244 14.8552 12.5992  0.364
H 18.0410 10.1460 15.0524  0.548
H 18.1458 22.2273 15.6518  0.384
H 23.8214 21.6966 12.0782  0.457
H 24.2127 19.5248 11.2170  0.559
H 20.3219 16.1845 10.8372  0.241
H 24.2624 17.1644 7.7835  0.467
H 23.8011 8.7850 14.7221  0.480
H 14.7366 17.1817 15.2503  0.109
H 18.6459 8.2962 12.9607  0.425
H 21.7346 13.3506 17.5065  0.571
H 23.1825 14.8624 12.2994  0.069
H 22.8008 9.7644 15.6867  0.343
H 24.5193 14.6459 8.1844  0.369
H 19.1235 15.6394 21.4455  0.369
H 25.2899 13.0559 10.4977  0.466
H 12.6211 16.2717 14.4093  0.431
H 22.1390 14.8250 16.7112  0.011
H 17.3420 18.3530 10.9981  0.608
H 16.8316 21.4889 16.6128  0.428
H 26.3527 17.1628 15.3918  0.609
H 18.7056 9.7953 12.2292  0.390



Number 1: DFT total energy -169244.2508 eV, F_max 17.55 eV Å⁻¹. Number 2: DFT total energy -111667.3083 eV, F_max 12.10 eV Å⁻¹.